No. 1
A 2-piece molecular cluster, C6H10O2 overall in a non-equilibrium geometry. Source: OMol25; level of theory: the ωB97M-V functional and the def2-TZVPD basis.

Output
* charge: +2
* ΔE to the lowest compared entry with this formula, charge and spin: 0.735 eV
* molecular weight: 114.1 g/mol
* E_HOMO (spin up / spin down): -20.104 / -17.912 eV

Structure (XYZ):
```
18
C6H10O2 (the ωB97M-V functional and the def2-TZVPD basis)
C 0.84019 3.34250 -0.75097
C 0.38049 2.23729 -0.44999
C -0.68555 -1.49893 -0.17943
C 0.63522 -1.17460 -0.27963
C -2.83901 -1.28736 0.82030
C 2.49096 0.34683 -0.06889
O -1.56277 -0.85879 0.56864
O 1.11044 -0.06751 0.14026
H 1.15606 4.34005 -0.96477
H -0.16995 1.42503 0.04468
H -1.12530 -2.39683 -0.61687
H 1.24067 -1.84690 -0.79186
H -3.21438 -2.25567 0.44596
H -2.89445 -1.06688 1.85601
H -3.63828 -0.47454 0.44898
H 2.78420 0.43155 -1.16725
H 2.51139 1.31505 0.42287
H 2.98009 -0.51028 0.52196
```

No. 2
A 3-piece molecular cluster, C6H10O3 overall in a non-equilibrium geometry. Source: OMol25; level of theory: the ωB97M-V functional and the def2-TZVPD basis.

Output
* charge: 0
* ΔE to the lowest compared entry with this formula, charge and spin: 4.428 eV
* molecular weight: 130.1 g/mol
* E_HOMO: -7.797 eV

Structure (XYZ):
```
19
C6H10O3 (the ωB97M-V functional and the def2-TZVPD basis)
C -0.96678 1.65527 0.90234
C 0.82494 0.45123 -0.21885
C 0.35914 -0.60159 -0.96638
C 1.63812 0.28589 1.03023
C 0.62247 -2.04521 -0.61104
C -1.96001 -0.59091 -0.80694
O -2.27353 0.31634 -0.09517
O -1.13405 2.77078 0.24538
O -2.22802 -1.51964 -1.47461
H -1.92597 3.28904 0.48421
H -1.67795 1.55846 1.74587
H 0.89966 1.41410 -0.70682
H 0.18269 -0.40084 -2.01865
H 2.58392 -0.21968 0.80741
H 1.86422 1.24813 1.49118
H 1.10995 -0.32387 1.76436
H -0.02865 -2.70651 -1.18232
H 1.65644 -2.32830 -0.83844
H 0.45342 -2.25271 0.44826
```

No. 3
A 2-piece molecular cluster, C6H10O3 overall in a non-equilibrium geometry. Source: OMol25; level of theory: the ωB97M-V functional and the def2-TZVPD basis.

Output
* charge: 0
* ΔE to the lowest compared entry with this formula, charge and spin: 2.871 eV
* molecular weight: 130.1 g/mol
* E_HOMO: -9.759 eV

Structure (XYZ):
```
19
C6H10O3 (the ωB97M-V functional and the def2-TZVPD basis)
C -0.47393 -0.43071 1.93794
C 1.03555 0.22879 -2.55607
C -0.56040 -0.22853 3.40285
C 0.07548 1.32264 -2.13654
C -1.59309 -0.69328 1.06427
C 1.11122 -0.83605 -1.49696
O -1.16086 0.57375 1.17496
O -1.73195 -1.39036 0.08133
O 2.04051 -0.93311 -0.70001
H 0.49612 -0.77397 1.60560
H 0.25010 -1.52255 -1.44882
H 2.03682 0.63833 -2.72276
H 0.70476 -0.24294 -3.48675
H -0.54482 -1.19056 3.92311
H -1.47289 0.30344 3.69198
H 0.29616 0.35966 3.74819
H -0.01115 2.07779 -2.92373
H -0.92219 0.91948 -1.93439
H 0.42457 1.81819 -1.22421
```

No. 4
An isolated molecule of C6H10O3 in a non-equilibrium geometry. Source: OMol25; level of theory: the ωB97M-V functional and the def2-TZVPD basis.

Output
* charge: 0
* ΔE to the lowest compared entry with this formula, charge and spin: 1.524 eV
* molecular weight: 130.1 g/mol
* E_HOMO: -9.392 eV

Structure (XYZ):
```
19
C6H10O3 (the ωB97M-V functional and the def2-TZVPD basis)
C -1.89740 -0.76879 -0.96162
C -0.78827 -0.63786 0.08262
C -1.35230 -0.53929 1.50168
O 2.40099 2.72854 -0.11836
C 2.29138 1.53931 -0.32896
O 3.07761 0.88856 -1.19059
C 1.30964 0.63325 0.31528
C 0.05234 0.55091 -0.19600
H -1.52013 -0.51848 -1.96223
H -2.27140 -1.80344 -0.96750
H -2.73546 -0.09721 -0.72791
H -2.02019 -1.39315 1.68794
H -0.53874 -0.55159 2.23928
H -1.92691 0.38894 1.62978
H 1.51786 0.33217 1.34250
H -0.17553 1.09175 -1.11926
H 3.38899 1.50475 -1.86846
O 0.28333 -1.73087 -0.04049
H 0.90420 -1.61751 0.68228
```

No. 5
An isolated molecule of C6H10O3S in a non-equilibrium geometry. Source: OMol25; level of theory: the ωB97M-V functional and the def2-TZVPD basis.

Output
* charge: 0
* ΔE to the lowest compared entry with this formula, charge and spin: 3.877 eV
* molecular weight: 162.2 g/mol
* E_HOMO: -9.598 eV

Structure (XYZ):
```
20
C6H10O3S (the ωB97M-V functional and the def2-TZVPD basis)
C 1.42079 1.19849 -0.85605
C 0.66162 1.51145 0.41874
C 2.51589 0.21634 -0.83202
C 2.52573 -0.96533 0.05033
C -0.28317 0.34301 0.90492
C -2.09218 -1.87927 -0.08040
O -1.46383 0.10914 -1.61800
O -2.88962 0.61006 0.40336
O 3.26779 -0.00356 0.42606
S -1.72623 -0.08414 -0.21864
H 0.69605 1.10606 -1.64863
H 2.10445 2.12780 -1.19226
H 1.37437 1.46976 1.14081
H 0.25388 2.48235 0.48684
H 3.18783 0.27658 -1.61571
H 0.31977 -0.58221 0.97465
H -0.78896 0.61694 1.80936
H -2.96148 -2.09695 0.48642
H -2.28255 -2.13817 -1.05550
H -1.17701 -2.32746 0.27087
```

No. 6
An isolated molecule of C6H10O4 in a non-equilibrium geometry. Source: OMol25; level of theory: the ωB97M-V functional and the def2-TZVPD basis.

Output
* charge: 0
* ΔE to the lowest compared entry with this formula, charge and spin: 6.095 eV
* molecular weight: 146.1 g/mol
* E_HOMO: -9.615 eV

Structure (XYZ):
```
20
C6H10O4 (the ωB97M-V functional and the def2-TZVPD basis)
C 0.01321 -1.82800 0.16179
C 0.59466 -0.53941 1.15414
C 0.58407 0.89764 0.50154
C -0.59832 1.45366 -0.64196
C -1.43162 0.16497 -0.47089
C -0.73958 -0.97389 -0.90339
H 1.90069 -2.24242 -0.45850
H -0.53335 -2.55185 0.88772
H 1.60645 -0.64564 1.51449
H 0.09132 -0.30863 2.24183
H 0.83881 1.63718 1.36325
H 2.05243 1.52778 -0.74821
H 0.01048 1.50357 -1.57769
H -1.68917 2.69290 0.58671
H -1.79455 0.19036 0.61559
H 0.00950 -0.78119 -1.64184
O 1.01869 -2.74570 -0.38444
O 1.62906 0.61199 -0.46441
O -1.34781 2.62402 -0.42950
O -2.21496 -0.68733 -1.30620
```

No. 7
C6H10O6Tl as an isolated structure in a non-equilibrium geometry. Source: OMol25; level of theory: the ωB97M-V functional and the def2-TZVPD basis.

Output
* charge: +2
* ΔE to the lowest compared entry with this formula, charge and spin: 0.983 eV
* molecular weight: 382.5 g/mol
* 2S+1: 2
* expectation value of S²: 0.755
* E_HOMO (spin up / spin down): -17.896 / -17.896 eV

Structure (XYZ):
```
23
C6H10O6Tl (the ωB97M-V functional and the def2-TZVPD basis)
O -1.09565 0.48695 2.42498
C -1.91170 0.62646 1.51758
O -1.63808 0.61592 0.22170
C -0.56567 1.47313 -0.25571
C -0.18237 1.05332 -1.65817
C 0.19985 -0.41768 -1.87945
C 0.77973 -1.17269 -0.70155
O 1.90969 -0.46008 -0.17710
C 2.34047 -0.82388 1.01776
O 1.94734 -1.76889 1.65840
O 3.29448 0.01678 1.39928
H 0.25257 1.37789 0.46543
H -0.95874 2.49636 -0.25774
H 0.66405 1.70424 -1.91898
H -1.00454 1.30678 -2.34254
H 0.89949 -0.47166 -2.72564
H -0.68537 -0.99089 -2.19111
H 1.11001 -2.17060 -1.01819
H 0.04700 -1.30012 0.10520
H 3.63684 -0.25786 2.25920
Tl -3.79799 -0.39423 -0.25790
O -2.88470 -0.26708 1.67966
H -2.35671 -0.66217 2.63489
```

No. 8
An isolated molecule of C6H10OS in a non-equilibrium geometry. Source: OMol25; level of theory: the ωB97M-V functional and the def2-TZVPD basis.

Output
* charge: 0
* ΔE to the lowest compared entry with this formula, charge and spin: 1.485 eV
* molecular weight: 130.2 g/mol
* E_HOMO: -8.630 eV

Structure (XYZ):
```
18
C6H10OS (the ωB97M-V functional and the def2-TZVPD basis)
S -2.25614 1.88179 -1.65291
O -0.60846 1.95239 0.51227
C -1.08665 1.27112 -0.60942
C -0.60449 -0.09072 -0.87156
C 0.11835 -0.83680 0.03999
C -1.28934 3.21220 0.79805
C 2.06464 -2.33821 0.21335
C 0.62712 -2.24365 -0.21388
H -0.94930 -0.43649 -1.85713
H 0.39649 -0.37126 0.98095
H -1.24797 3.89365 -0.06498
H -2.31654 3.10985 1.11382
H -0.70371 3.70934 1.60172
H 2.71846 -1.73374 -0.39404
H 2.41289 -3.39664 0.16550
H 2.15584 -2.06464 1.23041
H 0.04331 -3.01126 0.25271
H 0.52550 -2.50694 -1.24486
```

Copy entry 1 word for word.
A 2-piece molecular cluster, C6H10O2 overall in a non-equilibrium geometry. Source: OMol25; level of theory: the ωB97M-V functional and the def2-TZVPD basis.

Output
* charge: +2
* ΔE to the lowest compared entry with this formula, charge and spin: 0.735 eV
* molecular weight: 114.1 g/mol
* E_HOMO (spin up / spin down): -20.104 / -17.912 eV

Structure (XYZ):
```
18
C6H10O2 (the ωB97M-V functional and the def2-TZVPD basis)
C 0.84019 3.34250 -0.75097
C 0.38049 2.23729 -0.44999
C -0.68555 -1.49893 -0.17943
C 0.63522 -1.17460 -0.27963
C -2.83901 -1.28736 0.82030
C 2.49096 0.34683 -0.06889
O -1.56277 -0.85879 0.56864
O 1.11044 -0.06751 0.14026
H 1.15606 4.34005 -0.96477
H -0.16995 1.42503 0.04468
H -1.12530 -2.39683 -0.61687
H 1.24067 -1.84690 -0.79186
H -3.21438 -2.25567 0.44596
H -2.89445 -1.06688 1.85601
H -3.63828 -0.47454 0.44898
H 2.78420 0.43155 -1.16725
H 2.51139 1.31505 0.42287
H 2.98009 -0.51028 0.52196
```